# 1
The following is a DFT calculation (ωB97M-V/def2-TZVPD) of a 2-piece molecular cluster, C2H2N4O3 overall.

Computed properties:
**Energy above the lowest of the compared OMol25 structures with the same formula, charge and spin**: 59.59 kcal/mol
**Kohn-Sham gap (alpha / beta)**: 6.47 / 6.74 eV
**Multiplicity**: 3
**LUMO level (alpha / beta)**: -0.359 / -3.596 eV
**E_tot**: -521.76912 hartree
**Expectation value of S²**: 2.0138

Last columns: bonded neighbours and bond lengths (Å).
Atoms and positions in Å:
1 O -1.4546 2.2845 -0.1445  N7 1.178
2 O -2.9477 0.8443 0.1261  N7 1.222
3 O 3.2693 1.2469 -0.0480  C8 1.158
4 N -0.9388 -0.9279 0.2160  N6 1.255, C9 1.163
5 N 0.9905 1.7562 0.1095  C8 1.197, H11 1.012
6 N -0.7474 0.3106 0.2736  N4 1.255, N7 1.357
7 N -1.7723 1.1617 0.0178  O1 1.178, O2 1.222, N6 1.357
8 C 2.1738 1.6195 -0.0037  O3 1.158, N5 1.197
9 C -0.6774 -2.0546 0.0932  N4 1.163, H10 0.963
10 H -0.7498 -3.0116 0.1666  C9 0.963
11 H 0.3042 2.2578 -0.4404  N5 1.012

# 2
The following is a DFT calculation (ωB97M-V/def2-TZVPD) of a 5-piece molecular cluster, C11H19Br2Cl8O2 overall.

Computed properties:
**Energy above the lowest of the compared OMol25 structures with the same formula, charge and spin**: 22.76 kcal/mol
**Charge**: -1
**Kohn-Sham gap**: 4.68 eV
**LUMO level**: 2.182 eV
**E_tot**: -9410.55372 hartree

Last columns: bonded neighbours and bond lengths (Å).
Atoms and positions in Å:
1 Br 1.7853 -1.0075 -3.7308  C20 1.958
2 Br -0.1784 -2.4610 -0.3704  C18 2.038
3 Cl -1.1879 -5.2250 1.6036  C22 1.762
4 Cl 1.3725 4.8021 7.8311  C19 1.770
5 Cl -0.0972 4.6904 5.3025  C19 1.764
6 Cl 0.7741 1.5019 4.6632  C17 1.772
7 Cl 2.2573 -0.3362 2.9362  C17 1.762
8 Cl -3.5940 -6.6169 0.6764  C22 1.774
9 Cl -3.1312 -2.8716 -2.5680  C14 1.766
10 Cl -3.0576 -1.8658 -5.3131  C14 1.768
11 O 2.7053 3.6709 -2.2565  C16 1.162
12 O 0.6953 2.9290 -2.1791  C16 1.330, H27 0.970
13 C 1.3640 1.1718 -0.0013  C15 1.535, C21 1.529, H25 1.104, H29 1.093
14 C -4.0850 -2.3184 -3.9477  Cl9 1.766, Cl10 1.768, H28 1.084, H30 1.084
15 C 1.5405 -0.1304 -0.7946  C13 1.535, C18 1.504, H39 1.085
16 C 1.9302 3.0134 -1.6937  O11 1.162, O12 1.330, C21 1.503
17 C 1.4318 -0.1334 4.4790  Cl6 1.772, Cl7 1.762, H37 1.084, H42 1.084
18 C 0.2157 -0.6699 -1.2596  Br2 2.038, C15 1.504, C20 1.574, H33 1.091
19 C 1.4495 5.0336 6.0782  Cl4 1.770, Cl5 1.764, H35 1.083, H36 1.084
20 C 0.0646 -0.9667 -2.7976  Br1 1.958, C18 1.574, C23 1.516, H26 1.079
21 C 2.3017 2.3030 -0.4229  C13 1.529, C16 1.503, H32 1.076, H38 1.093
22 C -2.1457 -5.7069 0.2054  Cl3 1.762, Cl8 1.774, H40 1.084, H41 1.083
23 C -0.9052 -0.0151 -3.4706  C20 1.516, H24 1.087, H31 1.085, H34 1.084
24 H -1.9138 -0.2729 -3.1563  C23 1.087
25 H 0.3236 1.5424 0.0029  C13 1.104
26 H -0.3303 -1.9643 -2.9105  C20 1.079
27 H 0.1356 2.4012 -1.5890  O12 0.970
28 H -4.6617 -1.4519 -3.6453  C14 1.084
29 H 1.5757 0.9468 1.0470  C13 1.093
30 H -4.7463 -3.1183 -4.2602  C14 1.084
31 H -0.8576 -0.1752 -4.5424  C23 1.085
32 H 3.3170 1.9617 -0.5224  C21 1.076
33 H -0.5561 0.0186 -0.9133  C18 1.091
34 H -0.6342 1.0141 -3.2650  C23 1.084
35 H 1.7198 6.0631 5.8755  C19 1.083
36 H 2.1964 4.3614 5.6709  C19 1.084
37 H 2.1379 -0.3143 5.2813  C17 1.084
38 H 2.2962 3.0654 0.3606  C21 1.093
39 H 1.9107 -0.8607 -0.0824  C15 1.085
40 H -2.4518 -4.8130 -0.3265  C22 1.084
41 H -1.5360 -6.3325 -0.4352  C22 1.083
42 H 0.6142 -0.8431 4.5332  C17 1.084